Record 1
# C4H5N3S

A single C4H5N3S molecule in a non-equilibrium geometry (ωB97M-V/def2-TZVPD, OMol25).

Each line ends with the Mulliken charge.
Atoms and positions in Å:
C  -1.598  -0.946  -0.010  -1.1616
C  -0.366  -0.096  0.017  0.6874
C  0.897  -0.630  0.097  -0.2205
C  1.960  0.302  0.059  0.0285
H  -1.248  -1.988  -0.053  0.2958
H  -2.248  -0.709  -0.904  0.3317
H  -2.141  -0.813  0.957  0.2858
H  1.108  -1.667  0.315  0.3112
H  -1.413  1.684  -0.430  0.2570
N  1.620  1.697  0.161  -0.1556
N  0.446  2.127  0.036  -0.6248
N  -0.528  1.247  -0.154  0.2804
S  3.512  -0.209  -0.090  -0.3153

Values from the calculation:
multiplicity = 1
relative energy (zero: lowest compared OMol25 entry of this formula, charge and spin) = 2.490 eV
HOMO level = -8.25 eV
SMILES string = Cc1cc(=S)nn[nH]1



Record 2
# C10H13BrFNRuSSb

A molecular structure, C10H13BrFNRuSSb in a non-equilibrium geometry (ωB97M-V/def2-TZVPD, OMol25).

Each line ends with the Mulliken spin population.
Atoms and positions in Å:
Ru  0.085  -0.112  0.134  0.6375
N  3.104  0.381  1.208  0.0196
C  2.030  0.213  0.795  0.0344
C  -0.104  4.995  0.088  -0.0408
Sb  -0.056  2.733  0.123  0.0027
C  1.689  2.801  -1.146  0.0040
C  -1.381  2.782  -1.589  0.0018
H  0.051  5.355  -0.930  0.0029
H  0.667  5.396  0.748  0.0012
H  -1.085  5.316  0.447  0.0021
H  1.654  3.702  -1.762  -0.0004
H  1.674  1.907  -1.772  0.0000
H  2.595  2.781  -0.543  -0.0005
H  -1.264  3.729  -2.120  -0.0007
H  -2.419  2.646  -1.289  -0.0006
H  -1.089  1.950  -2.233  -0.0004
Br  -6.753  0.232  -0.087  0.0001
C  -4.830  0.111  0.013  -0.0087
C  -4.123  -0.323  -1.094  -0.0022
C  -2.732  -0.325  -1.031  -0.0273
C  -2.019  0.085  0.107  0.0412
C  -2.794  0.493  1.197  0.0181
C  -4.188  0.515  1.168  0.0017
H  -4.643  -0.652  -1.985  0.0014
H  -2.175  -0.665  -1.899  -0.0003
H  -2.304  0.800  2.116  -0.0009
H  -4.757  0.853  2.025  0.0011
S  -0.169  -2.061  1.181  0.3132
F  0.347  -0.496  -1.842  -0.0002

Values from the calculation:
multiplicity = 2
relative energy (zero: lowest compared OMol25 entry of this formula, charge and spin) = 0.224 eV
HOMO level (spin up / spin down) = -0.26 / 0.02 eV
charge = -2



Record 3
# C11H22OSi

A single C11H22OSi molecule in a non-equilibrium geometry (ωB97M-V/def2-TZVPD, OMol25).

Each line ends with the Mulliken charge.
Atoms and positions in Å:
C  -1.303  0.550  0.078  -0.9113
C  -2.527  -0.242  0.101  -0.2834
C  -4.406  1.394  -0.449  -0.2621
C  -3.840  0.093  -0.150  0.6076
C  -4.885  -0.908  0.324  -1.3400
C  1.563  2.022  0.826  -1.8096
C  3.231  0.157  0.326  -1.8325
C  2.081  1.197  -1.514  -1.6861
C  0.689  -1.911  -1.050  -1.2658
C  0.709  -1.133  2.007  -1.2934
C  1.946  0.799  -0.071  1.7603
O  -3.769  2.456  -0.582  -0.5152
Si  0.479  -0.518  0.193  0.4633
H  -1.209  1.347  0.874  0.3790
H  -1.188  1.319  -0.711  0.5375
H  -2.223  -1.212  0.432  0.2725
H  -5.470  1.487  -0.529  0.3859
H  -4.432  -2.006  0.251  0.2778
H  -5.716  -0.865  -0.347  0.4450
H  -5.083  -0.893  1.413  0.2929
H  1.464  1.700  1.863  0.3558
H  2.189  2.900  0.703  0.4452
H  0.531  2.425  0.704  0.3873
H  3.309  -0.555  -0.457  0.5106
H  3.330  -0.375  1.271  0.2634
H  4.095  0.833  0.346  0.4141
H  1.589  2.092  -1.645  0.5209
H  3.126  1.308  -1.862  0.3263
H  1.476  0.508  -2.086  0.3164
H  0.343  -2.861  -0.756  0.4727
H  0.156  -1.492  -1.924  0.2570
H  1.723  -1.947  -1.172  0.3835
H  1.508  -0.724  2.570  0.4518
H  -0.239  -0.708  2.446  0.3088
H  0.761  -2.219  2.053  0.3639

Values from the calculation:
multiplicity = 1
relative energy (zero: lowest compared OMol25 entry of this formula, charge and spin) = 2.428 eV
HOMO level = -9.11 eV
SMILES string = C/C(C=O)=C/C[Si](C)(C)C(C)(C)C



Record 4
# C22H28BClFINO6PS

A single C22H28BClFINO6PS molecule (ωB97M-V/def2-TZVPD, OMol25).

Each line ends with the Mulliken charge.
Atoms and positions in Å:
C  2.063  4.789  -2.429  -1.2876
C  0.737  4.261  -1.871  -0.0219
C  0.776  4.013  -0.364  -0.4366
C  -0.594  3.906  0.325  -0.6861
C  -1.669  3.096  -0.438  -1.9188
C  -2.082  1.846  0.298  0.2990
C  -3.039  1.844  1.306  -0.2661
I  -3.991  3.609  1.890  0.0307
C  -3.384  0.688  1.991  -0.2670
C  -2.778  -0.521  1.679  -0.0587
C  -3.133  -1.757  2.468  -1.1459
P  -2.053  -1.862  3.893  0.8892
O  -0.615  -1.664  3.648  -0.6024
O  -2.404  -3.283  4.534  -0.5615
O  -2.684  -0.782  4.894  -0.5325
C  -1.829  -0.559  0.661  -0.9949
C  -1.477  0.610  0.003  1.2324
S  -0.207  0.572  -1.227  -0.1522
C  0.794  -0.691  -0.523  -0.0899
C  0.199  -1.723  0.191  -0.5795
C  0.981  -2.696  0.790  -0.5802
C  2.346  -2.634  0.618  -0.1711
F  3.101  -3.608  1.183  -0.3483
C  3.000  -1.654  -0.112  0.1098
B  4.570  -1.710  -0.255  0.6313
O  5.089  -1.637  -1.516  -0.4640
O  5.370  -1.855  0.851  -0.3818
C  6.259  -2.970  0.908  -0.7179
C  2.182  -0.674  -0.669  0.7311
Cl  2.888  0.637  -1.552  -0.2332
N  -1.216  -1.805  0.330  1.1324
C  -1.898  -2.554  -0.723  -0.9439
O  -2.471  -1.725  -1.695  -0.2769
C  -1.948  -1.869  -3.007  -0.0969
C  -2.441  -0.704  -3.862  -1.1392
H  2.619  5.359  -1.686  0.3313
H  1.891  5.425  -3.298  0.3520
H  2.687  3.963  -2.776  0.2495
H  -0.093  4.933  -2.110  0.3642
H  0.511  3.317  -2.374  0.0011
H  1.377  3.126  -0.146  0.0984
H  1.309  4.851  0.098  0.4911
H  -0.972  4.904  0.555  0.4070
H  -0.437  3.420  1.292  0.4151
H  -1.326  2.824  -1.432  0.5794
H  -2.559  3.708  -0.591  0.7883
H  -4.114  0.725  2.789  0.4282
H  -4.180  -1.748  2.768  0.6805
H  -2.951  -2.667  1.898  0.0576
H  -1.586  -3.696  4.843  0.3425
H  -1.955  -0.306  5.318  0.3241
H  0.520  -3.474  1.381  0.4985
H  6.044  -1.510  -1.506  0.3058
H  7.263  -2.617  1.141  0.2601
H  6.294  -3.519  -0.036  0.3526
H  5.918  -3.649  1.689  0.2314
H  -1.163  -3.235  -1.158  0.5843
H  -2.699  -3.148  -0.271  0.2762
H  -2.275  -2.823  -3.436  0.4511
H  -0.853  -1.879  -2.971  0.1917
H  -1.614  -0.074  -4.188  0.2524
H  -2.984  -1.053  -4.738  0.3398
H  -3.118  -0.087  -3.273  0.2451

Values from the calculation:
multiplicity = 1
HOMO level = -8.06 eV
SMILES string = CCCCCc1c(I)cc(CP(=O)(O)O)c2c1Sc1c(cc(F)c(B(O)OC)c1Cl)N2COCC



Record 5
# C4H10S

2 unconnected molecules or ions with the total composition C4H10S in a non-equilibrium geometry (ωB97M-V/def2-TZVPD, OMol25).

Each line ends with the Mulliken charge.
Atoms and positions in Å:
C  -4.018  -0.585  -0.266  -0.4630
C  -2.973  -0.110  0.404  -0.3859
H  -4.122  -0.173  -1.272  0.2194
H  -4.731  -1.291  0.131  0.2404
H  -2.233  0.549  -0.016  0.1655
H  -2.904  -0.433  1.434  0.2232
C  1.124  0.717  -1.302  -0.8278
S  1.416  0.516  0.497  -0.0814
C  2.523  -0.928  0.394  -0.8935
H  0.556  1.625  -1.436  0.2952
H  0.819  -0.260  -1.679  0.2477
H  2.141  0.845  -1.731  0.3415
H  2.059  -1.305  1.314  0.3020
H  2.237  -1.700  -0.331  0.2962
H  3.549  -0.719  0.181  0.3204

Values from the calculation:
multiplicity = 1
relative energy (zero: lowest compared OMol25 entry of this formula, charge and spin) = 1.882 eV
HOMO level = -8.56 eV
SMILES string = C=C.CSC



Record 6
# BrCrH40O20

A molecular structure, BrCrH40O20 in a non-equilibrium geometry (ωB97M-V/def2-TZVPD, OMol25).

Each line ends with the Mulliken spin population.
Atoms and positions in Å:
Cr  -0.277  2.323  0.811  3.1735
Br  -0.005  0.000  -0.193  -0.1326
O  -2.427  -2.428  0.619  -0.0008
H  -2.023  -2.657  1.456  0.0002
H  -2.693  -1.514  0.724  0.0002
O  1.095  -3.107  -3.360  -0.0001
H  1.897  -3.060  -2.839  -0.0001
H  0.429  -3.416  -2.747  -0.0002
O  -3.661  -0.109  1.122  0.0009
H  -4.223  0.358  0.503  0.0001
H  -4.069  0.039  1.975  0.0000
O  -1.699  1.606  2.170  -0.0230
H  -2.408  1.056  1.836  -0.0012
H  -1.922  1.753  3.089  0.0035
O  -0.486  -3.384  -1.266  -0.0029
H  -1.022  -2.691  -0.880  0.0005
H  0.264  -3.464  -0.676  0.0008
O  3.275  -0.188  0.809  0.0005
H  2.481  -0.291  0.284  -0.0007
H  3.532  -1.082  1.035  -0.0004
O  -1.004  -2.708  3.687  0.0000
H  -0.209  -2.665  4.219  0.0000
H  -1.657  -3.106  4.262  0.0000
O  3.463  -2.681  -1.735  0.0002
H  4.134  -1.999  -1.708  0.0000
H  3.949  -3.500  -1.639  0.0000
O  0.132  -0.146  3.628  0.0004
H  0.017  -0.155  4.578  -0.0002
H  -0.410  -0.870  3.314  0.0006
O  -0.596  4.248  1.436  0.0035
H  -0.287  4.641  2.252  0.0017
H  -0.786  4.995  0.867  0.0016
O  -1.379  2.114  -2.936  0.0011
H  -1.336  2.297  -3.875  0.0000
H  -1.339  1.160  -2.875  -0.0003
O  3.137  2.285  -1.915  -0.0006
H  3.875  2.009  -1.371  0.0002
H  2.831  1.478  -2.329  0.0002
O  2.934  0.459  3.741  0.0010
H  3.613  0.251  4.384  -0.0002
H  2.931  -0.290  3.145  0.0005
O  1.246  2.088  2.221  -0.0079
H  2.039  2.609  2.345  0.0030
H  1.278  1.432  2.918  0.0003
O  1.080  3.109  -0.570  -0.0201
H  0.841  3.787  -1.202  0.0031
H  1.948  2.818  -0.847  -0.0002
O  -1.850  2.794  -0.383  -0.0095
H  -1.857  2.522  -1.300  -0.0009
H  -2.738  3.114  -0.220  0.0043
O  0.484  -3.298  1.296  0.0002
H  -0.159  -3.291  2.004  -0.0001
H  0.655  -2.374  1.117  0.0010
O  -4.118  0.179  -2.857  0.0003
H  -4.385  0.511  -3.715  0.0000
H  -3.261  -0.219  -3.010  0.0004
O  2.307  -0.013  -2.599  -0.0003
H  2.721  -0.873  -2.531  0.0003
H  1.404  -0.157  -2.315  -0.0016
O  -1.809  -0.583  -4.319  0.0000
H  -2.531  -0.384  -4.917  0.0000
H  -1.367  -1.332  -4.718  0.0000

Values from the calculation:
multiplicity = 4
HOMO level (spin up / spin down) = -14.06 / -14.06 eV
charge = +2